[1]
{"formula": "C7H12N2O5S", "method": "ωB97M-V/def2-TZVPD", "multiplicity": 1, "smiles": "N[C@@H](CC(=O)O)C(=O)N[C@@H](CS)C(=O)O", "e_above_lowest_kj_mol": 279.3, "gap_ev": 9.7409, "symbols": ["C", "C", "C", "C", "C", "C", "C", "H", "H", "H", "H", "H", "H", "H", "H", "H", "H", "H", "H", "N", "N", "O", "O", "O", "O", "O", "S"], "xyz": [[-2.349, -0.600, -0.156], [-1.032, -1.009, -0.767], [-2.419, 0.360, 1.061], [-1.743, 1.689, 0.518], [1.333, -1.160, -0.229], [2.030, -0.941, 1.147], [1.823, -0.339, -1.461], [-2.731, -2.434, 0.788], [-3.543, -2.168, -0.802], [-2.753, -0.060, -1.079], [-1.916, -0.100, 1.898], [-3.438, 0.603, 1.536], [-0.300, 2.787, 0.757], [-0.171, -0.104, 0.838], [1.325, -2.285, -0.362], [2.843, -0.712, -2.045], [1.126, -0.295, -2.281], [3.147, 1.408, -0.121], [1.250, 0.888, 1.325], [-3.180, -1.714, 0.125], [-0.028, -0.697, 0.029], [-0.878, -1.737, -1.767], [-1.975, 2.071, -0.598], [-0.698, 2.108, 1.228], [2.859, -1.624, 1.665], [1.703, 0.122, 1.825], [2.105, 1.490, -1.314]], "forces_ev_per_angstrom": [[-2.3180, 1.4408, -2.1488], [0.3154, -1.9729, -0.3310], [0.0604, 1.7277, -0.3432], [-0.6032, -2.4782, -0.6434], [-0.4067, 0.0326, 0.3561], [1.3865, -0.3481, -1.2365], [3.9228, -0.2656, -1.6075], [-0.8810, 1.3640, -1.7527], [1.2272, 0.7647, 2.6147], [-0.2711, -0.4633, 1.4433], [0.6831, 0.1633, 0.3843], [1.1400, -0.5831, -1.6008], [1.4421, 2.4472, -1.6766], [-0.1450, -0.5211, -0.3688], [0.1215, 1.3931, -0.4086], [-2.5694, 0.4174, 2.0366], [-0.7708, -0.6894, 0.0645], [-2.1508, 0.2987, -2.7415], [0.9598, -1.7449, 0.7687], [-1.1258, -3.2382, -0.8377], [1.6165, 0.1167, 0.7380], [-0.8327, 1.4893, 1.3453], [-0.1389, 0.7471, 0.5906], [-0.9845, -1.7357, 2.3160], [0.2358, -1.5187, -0.6658], [-1.9371, 4.0471, 0.1923], [2.0239, -0.8903, 3.5123]], "nbo_charge": [-0.155, 0.667, -0.525, 0.793, -0.177, 0.774, -0.523, 0.367, 0.396, 0.245, 0.220, 0.274, 0.500, 0.415, 0.267, 0.243, 0.255, 0.146, 0.505, -0.837, -0.638, -0.639, -0.577, -0.690, -0.542, -0.688, -0.076]}

=====

[2]
{"formula": "C7H12N2OS", "method": "ωB97M-V/def2-TZVPD", "multiplicity": 1, "smiles": "CCCN1CCC(=O)NC1=S", "e_above_lowest_kj_mol": 173.0, "gap_ev": 9.1927, "symbols": ["C", "C", "C", "C", "C", "C", "C", "H", "H", "H", "H", "H", "H", "H", "H", "H", "H", "H", "H", "N", "N", "O", "S"], "xyz": [[3.884, -0.668, 0.137], [2.442, -0.596, 0.631], [1.608, -0.633, -0.612], [-0.584, -1.586, 0.189], [-1.867, -1.481, -0.406], [-2.556, -0.190, 0.130], [-0.261, 0.766, -0.028], [4.372, -1.670, -0.238], [4.689, -0.372, 1.023], [3.968, 0.212, -0.672], [2.327, 0.330, 1.241], [2.202, -1.357, 1.417], [1.689, -1.552, -1.312], [1.961, 0.205, -1.214], [-0.551, -1.858, 1.312], [-0.072, -2.562, -0.194], [-2.442, -2.244, -0.028], [-1.826, -1.382, -1.500], [-1.978, 1.882, 0.046], [0.184, -0.478, -0.338], [-1.604, 0.847, 0.127], [-3.734, -0.105, 0.344], [0.592, 2.185, -0.088]], "forces_ev_per_angstrom": [[3.7231, 1.3968, 0.7991], [1.1471, -1.0494, 1.4300], [-0.8181, -0.8884, -0.9331], [4.1670, -3.3840, 0.2963], [-2.5743, 2.3136, 0.1048], [1.2955, -0.9481, -1.6565], [0.3996, 0.0041, -1.5313], [-1.6159, 1.8280, 0.3401], [-2.1534, -0.5374, -2.1642], [0.2835, -2.1759, 1.5894], [-0.1328, -0.2604, -1.0795], [0.1383, -0.0083, -1.0008], [0.2201, 1.1165, 1.5565], [-0.4822, 0.0251, -0.0934], [-0.1850, 1.4187, -1.2985], [-0.6550, 1.6306, 0.2773], [-1.7845, -2.0218, 0.1028], [-0.1164, -0.3312, 0.3337], [0.9825, -2.8648, 0.7500], [1.1721, 0.8334, 1.2393], [-3.6028, 3.2199, 0.6269], [0.3555, 0.6851, 0.2420], [0.2360, -0.0020, 0.0690]], "nbo_charge": [-0.624, -0.455, -0.218, -0.224, -0.518, 0.710, 0.297, 0.222, 0.215, 0.212, 0.241, 0.203, 0.209, 0.239, 0.214, 0.215, 0.234, 0.240, 0.447, -0.437, -0.666, -0.543, -0.211]}

=====

[3]
{"formula": "C7H12N3", "method": "ωB97M-V/def2-TZVPD", "multiplicity": 1, "e_above_lowest_kj_mol": 519.9, "gap_ev": [8.4749, 8.4744], "total_charge": 1, "symbols": ["C", "C", "C", "C", "C", "C", "C", "N", "N", "N", "H", "H", "H", "H", "H", "H", "H", "H", "H", "H", "H", "H"], "xyz": [[-1.023, 0.242, -0.870], [-2.089, 0.642, 0.181], [-2.062, -0.656, -0.154], [1.355, 0.648, -1.086], [3.290, -0.396, 0.056], [-2.743, 1.692, 0.901], [-2.759, -1.950, -0.293], [0.366, 0.224, -0.343], [4.524, -0.226, 0.512], [2.621, 0.539, -0.536], [-0.850, 0.663, -1.892], [2.765, -1.342, 0.309], [-2.927, 1.378, 1.932], [-2.092, 2.579, 0.929], [-3.669, 1.913, 0.468], [-2.009, -2.753, -0.116], [-3.494, -2.067, 0.428], [-3.140, -2.221, -1.305], [0.629, 0.160, 0.646], [5.204, -1.045, 0.724], [4.892, 0.701, 0.466], [3.210, 1.274, -0.958]], "forces_ev_per_angstrom": [[-0.7666, 0.5112, 2.1653], [1.4343, -4.3648, -2.3712], [0.2811, 3.4290, -1.4716], [-2.3674, -0.6614, -1.4215], [-0.3272, -1.8830, 1.7742], [1.3663, 1.0670, 1.5626], [2.3362, -1.2786, -1.2769], [2.3436, 0.5896, -0.0399], [1.0762, -2.1612, -0.0436], [1.6667, 1.8810, -0.3608], [-1.0357, -0.7140, 0.6680], [0.4658, 0.5724, -0.4771], [-0.0210, 0.0385, -0.0755], [-0.4937, -0.0980, 0.0228], [-1.4427, 0.5687, -0.7081], [-0.4139, 0.3204, 0.0571], [-1.5791, -0.1174, 1.2558], [0.1512, 0.8469, 0.6015], [-1.1005, -0.6319, 0.1319], [-1.9139, 2.0608, -0.4596], [0.6465, 0.3264, -0.0039], [-0.3063, -0.3016, 0.4705]], "nbo_charge": [-0.113, 0.054, 0.043, 0.201, 0.371, -0.671, -0.661, -0.531, -0.729, -0.576, 0.235, 0.231, 0.249, 0.233, 0.252, 0.230, 0.238, 0.254, 0.383, 0.459, 0.415, 0.434]}

=====

[4]
{"formula": "C7H12N3", "method": "ωB97M-V/def2-TZVPD", "multiplicity": 3, "s_squared": 2.02, "e_above_lowest_kj_mol": 161.5, "gap_ev": [7.2286, 8.2985], "total_charge": 1, "symbols": ["C", "C", "C", "C", "C", "C", "C", "N", "N", "N", "H", "H", "H", "H", "H", "H", "H", "H", "H", "H", "H", "H"], "xyz": [[1.270, 1.095, 0.266], [-1.284, 1.234, -1.565], [0.657, -0.163, 0.493], [-1.486, 1.124, -0.208], [-2.113, 2.301, 0.524], [2.483, -1.430, -0.296], [0.502, -2.496, 0.376], [1.736, 2.136, 0.273], [1.182, -1.271, 0.311], [-1.195, -0.004, 0.410], [-0.783, 0.515, -2.122], [-1.706, 2.103, -2.058], [-3.058, 2.608, 0.017], [-1.452, 3.130, 0.669], [-2.367, 1.960, 1.493], [2.703, -0.472, -0.611], [3.185, -1.701, 0.432], [2.443, -2.206, -1.049], [0.396, -2.825, 1.449], [-0.566, -2.248, 0.100], [1.016, -3.310, -0.343], [-1.565, -0.080, 1.441]], "forces_ev_per_angstrom": [[-1.0140, -2.2219, 0.5190], [-0.2823, 1.6400, -0.9461], [-2.3015, 3.8791, 1.4837], [-1.1336, 0.7089, 1.8607], [-1.4228, -1.3536, -1.0875], [-0.4037, -0.3496, -0.2796], [-2.3013, -2.8195, 0.4921], [0.6857, 1.8143, -0.2071], [1.9856, -3.2224, -1.8099], [0.7081, 0.2303, 2.2649], [0.7438, -1.1995, -0.9140], [0.2008, -0.1645, -0.1114], [0.8340, 0.0400, 0.2998], [0.6595, 0.4860, -0.4075], [-0.4377, -0.2222, 1.1817], [1.2144, 1.6856, -1.3850], [1.0200, -0.5343, 1.1831], [0.1102, 0.3063, -0.3830], [0.5043, -0.1973, -1.0795], [1.0346, -0.8097, -0.1518], [-1.5186, 1.9167, 1.9975], [1.1147, 0.3872, -2.5197]], "nbo_charge": [0.107, -0.180, 0.357, 0.273, -0.675, -0.389, -0.436, -0.177, -0.340, -0.545, 0.201, 0.222, 0.258, 0.275, 0.227, 0.220, 0.233, 0.225, 0.242, 0.239, 0.250, 0.415]}

=====

[5]
{"formula": "C7H12N3O3S", "method": "ωB97M-V/def2-TZVPD", "multiplicity": 1, "e_above_lowest_kj_mol": 832.1, "gap_ev": 5.5450, "total_charge": 1, "symbols": ["O", "N", "O", "C", "C", "C", "C", "N", "N", "C", "H", "H", "H", "H", "H", "H", "C", "S", "O", "C", "H", "H", "H", "H", "H", "H"], "xyz": [[0.270, -3.935, -0.177], [0.357, -2.936, -0.907], [0.995, -1.936, -0.275], [0.102, -0.754, -0.097], [-1.453, -1.223, -0.439], [-2.317, -1.963, 0.742], [-3.835, -2.405, 0.196], [-4.134, -2.070, -1.236], [-3.443, -1.441, -2.217], [-2.067, -0.981, -1.926], [0.205, -0.421, 1.042], [0.449, 0.171, -0.749], [-1.931, -2.185, 1.823], [-4.595, -2.988, 0.910], [-5.109, -2.387, -1.536], [-1.410, -0.461, -2.760], [2.794, 4.120, 1.051], [3.062, 2.894, -0.251], [1.827, 2.863, -1.102], [3.007, 1.450, 0.838], [2.754, 5.111, 0.592], [1.851, 3.921, 1.565], [3.623, 4.086, 1.762], [2.050, 1.416, 1.365], [3.829, 1.503, 1.556], [3.117, 0.550, 0.229]], "forces_ev_per_angstrom": [[0.8294, 3.6655, -2.9560], [-1.4728, -4.7494, 2.0841], [-0.0910, 2.2139, 1.4719], [-0.8808, 0.8180, -0.0005], [-2.3137, -0.8581, 0.5487], [-2.1967, 0.9348, -5.5910], [4.3311, 1.9096, -1.1267], [0.2347, -0.9364, 3.5297], [4.2657, 0.7895, 2.4530], [-2.2190, -2.0307, 3.4809], [-0.3996, -1.0005, -2.5049], [-0.7711, -2.0642, 1.0645], [-0.8422, 0.4959, -2.3687], [1.5701, 1.4862, -2.2023], [1.8385, 0.7220, 0.2486], [-1.8417, -1.2445, 1.8133], [-0.0974, 0.0375, 0.0280], [-0.2237, 0.1208, -0.0865], [0.2316, -0.2442, 0.4920], [-0.0736, -0.0900, 0.0195], [0.0369, -0.2094, -0.0445], [0.0550, -0.0442, -0.1021], [-0.0215, -0.0333, -0.1161], [0.0381, 0.1353, -0.0188], [-0.0570, 0.0101, -0.0928], [0.0706, 0.1659, -0.0233]], "nbo_charge": [-0.245, 0.361, -0.375, -0.160, 0.020, -0.170, 0.060, -0.286, -0.113, 0.029, 0.249, 0.267, 0.300, 0.302, 0.455, 0.301, -0.827, 1.253, -0.993, -0.834, 0.251, 0.227, 0.236, 0.211, 0.243, 0.236]}

=====

[6]
{"formula": "C7H12N4O", "method": "ωB97M-V/def2-TZVPD", "multiplicity": 1, "smiles": "O=c1ncn(N2CCCCC2)[nH]1", "e_above_lowest_kj_mol": 116.7, "gap_ev": 9.6802, "symbols": ["C", "C", "C", "C", "C", "C", "C", "N", "N", "N", "N", "O", "H", "H", "H", "H", "H", "H", "H", "H", "H", "H", "H", "H"], "xyz": [[2.651, -0.213, 0.953], [2.727, -2.282, 0.250], [-2.371, 1.025, -0.107], [-1.345, 1.669, -1.035], [-1.672, 0.545, 1.162], [-0.227, 0.676, -1.334], [-0.536, -0.407, 0.804], [3.238, -1.303, 1.132], [1.714, -1.698, -0.476], [1.613, -0.314, -0.254], [0.393, 0.286, -0.077], [3.095, -3.419, 0.147], [2.765, 0.736, 1.427], [-3.156, 1.738, 0.143], [-2.835, 0.174, -0.611], [-1.815, 1.984, -1.967], [-0.916, 2.547, -0.550], [-1.257, 1.402, 1.694], [-2.377, 0.036, 1.821], [-0.641, -0.193, -1.874], [0.545, 1.136, -1.955], [0.009, -0.707, 1.703], [-0.945, -1.313, 0.327], [1.340, -2.105, -1.320]], "forces_ev_per_angstrom": [[-3.0011, -0.7775, -3.5089], [-0.6620, -0.0379, -0.4213], [0.1321, 0.2193, 0.1506], [-0.1208, -0.3011, -0.1369], [-0.0884, -0.2427, -0.1529], [0.0976, 0.3901, -0.1220], [-0.0900, 0.0066, 0.2916], [0.7291, 0.1848, 0.7522], [-0.6605, -0.1591, 0.2245], [3.5752, 0.5053, 2.3014], [-0.3468, -0.0823, 0.2580], [0.2414, -0.2333, -0.0142], [0.0141, 0.4114, 0.2351], [-0.0795, -0.0305, -0.0261], [-0.0804, -0.0262, -0.0264], [0.0202, 0.0452, -0.0253], [0.0341, 0.0646, -0.0392], [-0.0050, 0.0242, 0.0905], [0.0076, 0.0232, 0.0554], [0.0428, 0.0000, 0.0267], [-0.0580, -0.0984, 0.0380], [-0.0296, -0.0594, -0.0743], [0.0743, 0.0533, 0.0673], [0.2535, 0.1203, 0.0560]], "nbo_charge": [0.286, 0.722, -0.398, -0.403, -0.403, -0.221, -0.237, -0.476, -0.502, -0.132, -0.286, -0.583, 0.210, 0.214, 0.195, 0.213, 0.206, 0.204, 0.214, 0.160, 0.219, 0.210, 0.174, 0.415]}